34
Properties=species:S:1:pos:R:3 method="wB97M-V/def2-TZVPD" homo_ev=-8.073 smiles="C=[S@](N)(=NC)C1=CC(C(C)C)=C(C)C1" e_lumo_ev=0.72 fmax_ev_per_a=5.62 orbital_gap_ev=8.790 relative_energy_ev=7.839
C 0.22 -0.74 -0.06
C 1.42 0.08 -0.10
C 1.10 1.39 -0.06
C -0.77 0.15 0.09
C -3.08 -1.83 -0.78
C -0.36 1.59 -0.01
C 2.08 2.56 0.08
C 3.28 -1.08 1.28
C 3.09 -1.48 -1.30
C -4.59 1.06 -0.48
C 2.86 -0.48 -0.07
N -3.32 0.85 0.18
N -2.31 -1.31 1.59
S -2.50 -0.54 0.01
H 0.08 -1.76 -0.07
H -3.38 -1.56 -1.82
H -2.41 -2.63 -0.80
H -0.82 2.14 0.75
H -0.89 1.96 -0.90
H 1.70 3.03 0.93
H 2.07 3.21 -0.92
H 3.02 2.35 0.38
H 2.95 -2.04 1.55
H 2.94 -0.34 2.10
H 4.30 -1.08 1.39
H 2.34 -2.36 -1.23
H 4.16 -1.94 -1.34
H 2.98 -0.80 -2.22
H -5.06 1.78 0.21
H -5.12 0.11 -0.53
H -4.31 1.57 -1.47
H 3.58 0.32 -0.36
H -1.92 -0.63 2.13
H -3.33 -1.52 1.87

---

17
Properties=species:S:1:pos:R:3 method="wB97M-V/def2-TZVPD" homo_ev=-14.372 smiles="C=NC(=[NH2+])N(C)C" e_lumo_ev=-4.65 fmax_ev_per_a=5.59 charge=+1 orbital_gap_ev=9.722 relative_energy_ev=3.304
C 2.84 0.80 -0.25
C 0.63 -0.30 -0.06
C -1.72 -0.78 0.15
C -0.96 1.54 0.37
N 1.68 0.33 -0.35
N -0.57 0.11 0.28
N 0.73 -2.00 -0.28
H 3.22 0.91 0.72
H 3.50 1.05 -1.17
H -1.78 -1.21 -0.91
H -1.76 -1.70 0.82
H -2.57 -0.23 0.32
H -1.46 1.88 -0.48
H -1.52 1.65 1.30
H 0.01 2.04 0.62
H 0.04 -2.05 -1.00
H 1.75 -2.19 -0.61

---

19
Properties=species:S:1:pos:R:3 method="wB97M-V/def2-TZVPD" homo_ev=-8.654 e_lumo_ev=0.58 fmax_ev_per_a=2.86 orbital_gap_ev=9.234 relative_energy_ev=3.849
C -2.94 -0.19 -0.66
C -0.11 0.30 0.27
C -0.96 1.39 1.02
C 1.31 0.65 -0.29
H -3.66 -0.88 -1.35
H -2.46 0.37 -1.53
H -3.54 0.52 0.09
H -2.14 -2.05 0.21
H -0.43 2.20 1.56
H -1.53 1.94 0.19
H -1.78 1.08 1.73
H 2.93 -0.32 -1.09
H 2.29 -1.20 1.44
H 1.51 -2.25 0.21
N -2.02 -0.98 0.17
N -0.64 -0.85 -0.10
N 2.19 -0.42 -0.38
N 2.29 -1.61 0.44
O 1.54 1.83 -0.56

---

85
Properties=species:S:1:pos:R:3 method="wB97M-V/def2-TZVPD" homo_ev="-4.377 / -4.660" e_lumo_ev="2.61 / 1.30" fmax_ev_per_a=1.60 charge=-1 spin_multiplicity=6 orbital_gap_ev="6.987 / 5.961" relative_energy_ev=0.000 s2=8.7894
Ru 0.01 0.23 -0.82
C -4.41 0.98 0.21
C -3.04 0.35 0.32
O -2.27 0.49 -0.62
C -2.74 -0.32 1.57
C -1.55 -0.83 2.01
C -1.47 -1.26 3.45
N -0.44 -0.89 1.21
N 0.58 -1.40 1.86
C 1.76 -1.40 1.19
O 1.95 -1.08 0.00
C 2.93 -1.78 2.05
C 2.77 -2.52 3.22
C 3.87 -2.80 4.02
C 5.13 -2.32 3.67
C 5.29 -1.58 2.51
C 4.19 -1.31 1.70
H -4.56 1.33 -0.80
H -4.47 1.82 0.91
H -5.18 0.25 0.48
H -3.55 -0.32 2.30
H -2.47 -1.37 3.87
H -0.93 -0.49 4.00
H -0.92 -2.19 3.56
H 1.78 -2.86 3.49
H 3.74 -3.38 4.92
H 5.98 -2.52 4.32
H 6.26 -1.19 2.24
H 4.29 -0.73 0.81
S -0.76 -0.19 -3.28
C -0.73 -1.85 -2.82
C -1.07 -2.93 -3.66
C -0.98 -4.21 -3.17
C -0.58 -4.43 -1.86
C -0.26 -3.33 -1.09
N -0.33 -2.08 -1.56
H -1.37 -2.72 -4.68
H -1.22 -5.05 -3.82
H -0.51 -5.43 -1.44
H 0.07 -3.44 -0.06
F -1.85 3.50 2.01
B -0.67 2.75 2.19
F 0.41 3.58 2.52
F -0.86 1.75 3.16
F -0.38 2.10 0.92
C 5.35 2.19 0.99
Si 4.15 3.31 0.08
C 3.51 4.55 1.33
C 5.16 4.23 -1.20
Sb 2.27 1.80 -0.80
Si 3.72 0.64 -2.63
C 5.13 -0.38 -1.92
C 4.56 1.79 -3.87
C 2.72 -0.58 -3.62
Si 0.87 3.73 -1.93
C 0.52 5.05 -0.67
C 1.92 4.51 -3.28
C -0.77 3.27 -2.68
H 6.13 2.80 1.46
H 5.84 1.47 0.31
H 4.83 1.62 1.77
H 4.18 4.56 2.20
H 2.51 4.29 1.69
H 3.47 5.56 0.91
H 5.96 4.77 -0.68
H 4.56 4.96 -1.76
H 5.62 3.55 -1.93
H 5.79 0.18 -1.25
H 5.73 -0.74 -2.77
H 4.74 -1.25 -1.39
H 5.44 2.28 -3.43
H 3.90 2.57 -4.26
H 4.90 1.18 -4.72
H 2.15 -1.22 -2.94
H 3.40 -1.21 -4.21
H 2.01 -0.10 -4.29
H 1.38 5.30 -0.05
H -0.29 4.74 0.00
H 0.20 5.96 -1.20
H 2.71 5.13 -2.84
H 1.30 5.16 -3.91
H 2.39 3.76 -3.92
H -1.33 2.57 -2.06
H -0.68 2.82 -3.67
H -1.38 4.18 -2.76